{
  "formula": "C24H54ClN3O15S5",
  "method": "ωB97M-V with the def2-TZVPD basis set",
  "de_lowest_ev": 0.000,
  "homo_lumo_gap_ev": 9.57,
  "lumo_energy_ev": 0.487,
  "smiles": "N#CC[C@@](Cl)(C#N)CCCCCN.CCOS(C)(=O)=O.CCOS(C)(=O)=O.CCOS(C)(=O)=O.CCOS(C)(=O)=O.CCOS(C)(=O)=O",
  "max_force_ev_per_a": 3.2,
  "homo_energy_ev": -9.09,
  "symbols": ["Cl", "S", "S", "S", "S", "S", "O", "O", "O", "O", "O", "O", "O", "O", "O", "O", "O", "O", "O", "O", "O", "N", "N", "N", "C", "C", "C", "C", "C", "C", "C", "C", "C", "C", "C", "C", "C", "C", "C", "C", "C", "C", "C", "C", "C", "C", "C", "C", "H", "H", "H", "H", "H", "H", "H", "H", "H", "H", "H", "H", "H", "H", "H", "H", "H", "H", "H", "H", "H", "H", "H", "H", "H", "H", "H", "H", "H", "H", "H", "H", "H", "H", "H", "H", "H", "H", "H", "H", "H", "H", "H", "H", "H", "H", "H", "H", "H", "H", "H", "H", "H", "H"],
  "positions_angstrom": [[0.378, 1.395, 5.308], [-10.607, -2.628, -0.394], [3.787, -4.255, -7.706], [-4.509, -1.097, -0.227], [3.801, 4.529, 9.966], [5.414, 1.552, -3.420], [-4.685, -0.085, 0.769], [-4.129, -2.473, 0.497], [3.908, -3.525, -6.479], [-10.342, -2.513, -1.795], [5.019, 4.076, 9.038], [2.241, -4.353, -8.098], [2.627, 4.666, 9.159], [4.540, -3.893, -8.867], [6.592, 1.095, -4.400], [-3.623, -0.900, -1.335], [-12.005, -1.926, -0.070], [5.489, 0.775, -2.217], [4.201, 1.654, -4.170], [3.797, 3.724, 11.150], [-9.642, -2.216, 0.582], [3.101, 2.270, -0.542], [4.015, 1.793, 4.798], [0.720, -1.224, 1.463], [4.162, 2.289, 7.597], [1.353, 1.977, 2.722], [-2.439, -1.915, 2.175], [2.933, 1.549, 4.567], [-0.142, 2.157, 2.324], [6.708, -0.304, -4.715], [5.130, 2.683, 8.696], [4.038, -5.970, -7.380], [1.701, -0.412, 3.735], [1.597, 1.132, 4.001], [0.645, 2.705, -0.088], [-0.397, 1.969, 0.799], [6.014, 3.175, -3.091], [-11.107, -4.282, -0.045], [-12.027, -0.496, 0.076], [4.413, 6.135, 10.358], [-11.993, 0.212, -1.265], [5.691, -0.741, -5.751], [-2.764, -2.668, 0.901], [0.994, -0.827, 2.489], [1.722, 1.741, -0.700], [1.483, -3.134, -8.169], [1.751, -2.373, -9.453], [-6.090, -1.594, -0.825], [-0.846, 1.562, 2.922], [-0.454, 0.891, 0.575], [5.885, -1.764, -6.071], [4.997, 2.063, 9.585], [-12.765, -0.181, -1.927], [1.123, 3.520, 0.481], [4.679, -0.700, -5.349], [-0.396, 3.213, 2.525], [3.425, -6.260, -6.531], [-6.547, -0.734, -1.310], [1.258, -0.983, 4.562], [4.584, 6.681, 9.434], [1.953, 1.544, 1.907], [6.964, 3.100, -2.569], [0.142, 3.166, -0.954], [1.679, -2.513, -7.292], [5.093, -6.110, -7.150], [3.130, 2.339, 7.950], [-6.701, -1.916, 0.016], [-11.034, 0.068, -1.762], [-12.957, -0.257, 0.591], [2.773, -0.653, 3.690], [6.153, 2.535, 8.350], [-1.448, -2.185, 2.533], [-5.957, -2.401, -1.541], [-10.269, -4.936, -0.280], [5.335, 6.031, 10.926], [5.721, -0.083, -6.621], [3.719, 1.481, -0.360], [1.630, -3.024, -10.319], [1.066, -1.528, -9.544], [6.128, 3.705, -4.034], [6.631, -0.905, -3.807], [3.656, 6.638, 10.957], [0.434, -3.426, -8.130], [5.275, 3.674, -2.466], [2.770, -1.987, -9.476], [4.248, 2.964, 6.753], [4.358, 1.272, 7.263], [-11.361, -4.358, 1.009], [1.533, 1.558, -1.768], [-1.388, 2.376, 0.535], [-2.645, -3.738, 1.069], [-2.459, -0.838, 2.008], [1.778, 2.972, 2.928], [3.128, 2.820, 0.315], [-11.961, -4.530, -0.671], [-2.084, -2.390, 0.094], [-3.172, -2.136, 2.953], [3.770, -6.539, -8.267], [7.714, -0.444, -5.110], [1.605, 0.777, -0.170], [-11.207, -0.167, 0.719], [-12.149, 1.284, -1.133]],
  "lowdin_charge": [0.71, 0.57, 0.58, 0.57, 0.57, 0.57, -0.28, -0.26, -0.28, -0.28, -0.26, -0.26, -0.28, -0.27, -0.27, -0.28, -0.26, -0.29, -0.28, -0.28, -0.28, -0.01, 0.20, 0.20, -0.11, -0.19, -0.08, -0.22, -0.20, -0.26, -0.25, -0.12, -0.13, -0.73, -0.18, -0.20, -0.12, -0.12, -0.26, -0.12, -0.07, -0.07, -0.25, -0.20, -0.26, -0.25, -0.07, -0.12, 0.08, 0.08, 0.07, 0.11, 0.08, 0.10, 0.07, 0.11, 0.07, 0.08, 0.11, 0.07, 0.11, 0.07, 0.10, 0.12, 0.08, 0.07, 0.07, 0.07, 0.12, 0.13, 0.12, 0.05, 0.08, 0.08, 0.07, 0.09, 0.05, 0.08, 0.08, 0.07, 0.11, 0.08, 0.12, 0.07, 0.07, 0.05, 0.07, 0.07, 0.11, 0.11, 0.12, 0.06, 0.12, 0.05, 0.08, 0.11, 0.09, 0.07, 0.12, 0.08, 0.12, 0.08]
}

{
  "formula": "C29H60F2INO18S5Si2",
  "method": "ωB97M-V with the def2-TZVPD basis set",
  "homo_lumo_gap_ev": 8.23,
  "lumo_energy_ev": 0.146,
  "max_force_ev_per_a": 3.0,
  "homo_energy_ev": -8.08,
  "symbols": ["I", "S", "S", "S", "S", "S", "Si", "Si", "F", "F", "O", "O", "O", "O", "O", "O", "O", "O", "O", "O", "O", "O", "O", "O", "O", "O", "O", "O", "N", "C", "C", "C", "C", "C", "C", "C", "C", "C", "C", "C", "C", "C", "C", "C", "C", "C", "C", "C", "C", "C", "C", "C", "C", "C", "C", "C", "C", "C", "H", "H", "H", "H", "H", "H", "H", "H", "H", "H", "H", "H", "H", "H", "H", "H", "H", "H", "H", "H", "H", "H", "H", "H", "H", "H", "H", "H", "H", "H", "H", "H", "H", "H", "H", "H", "H", "H", "H", "H", "H", "H", "H", "H", "H", "H", "H", "H", "H", "H", "H", "H", "H", "H", "H", "H", "H", "H", "H", "H"],
  "positions_angstrom": [[-1.520, 6.561, -2.436], [2.661, -7.659, 1.531], [7.096, -0.678, -0.065], [-0.818, -1.899, 4.014], [-7.263, 5.553, -2.429], [-4.844, -0.792, -0.514], [0.535, 5.216, -2.857], [0.726, 3.096, -0.951], [1.826, 4.851, -5.758], [3.902, 6.919, -4.090], [-4.490, 0.204, 0.457], [-6.541, 6.971, -2.206], [-0.139, -2.041, 5.464], [2.455, -7.109, 0.221], [6.766, -1.262, -1.333], [3.442, 4.881, -3.406], [-5.772, -1.896, 0.191], [6.090, -0.365, 0.905], [3.550, -7.050, 2.476], [3.036, -9.215, 1.390], [-0.599, -3.112, 3.280], [1.250, 4.678, -1.440], [8.002, 0.625, -0.312], [0.506, 6.664, -5.865], [-3.854, -1.454, -1.315], [-8.371, 5.732, -3.319], [-6.262, 4.553, -2.665], [-2.132, -1.342, 4.170], [1.604, 6.297, -3.846], [1.007, 0.369, -1.917], [1.647, -2.416, -1.142], [-0.843, -2.767, 6.477], [-6.079, -0.115, -1.580], [4.141, -9.575, 0.553], [-0.174, 2.377, 2.330], [-6.371, 7.981, -4.424], [-0.753, -4.266, 6.263], [-0.786, 3.578, 1.512], [1.090, -7.880, 2.307], [-0.930, 3.285, -0.039], [5.472, -9.292, 1.224], [0.264, -1.941, -1.279], [-4.696, -2.392, 2.330], [6.431, 2.487, -0.514], [7.501, 1.645, -1.185], [1.991, -3.895, -0.762], [-0.096, -0.584, -1.663], [1.245, 6.002, -5.243], [-7.886, 5.365, -0.787], [2.737, -1.455, -1.375], [8.336, -1.667, 0.714], [3.000, 5.928, -3.730], [0.717, 1.831, -2.371], [-5.139, -2.916, 0.977], [0.263, -0.654, 3.383], [-5.635, 7.440, -3.213], [-1.969, 2.103, -0.338], [2.384, -0.086, -1.761], [-0.444, 2.558, 3.416], [9.126, -1.873, -0.004], [-1.146, -0.235, -1.794], [3.243, 0.617, -1.940], [-4.332, -3.207, 2.958], [-5.522, -1.891, 2.839], [-8.494, 4.462, -0.764], [-5.053, 8.244, -2.760], [1.465, -4.549, -1.515], [-7.119, 8.718, -4.124], [-6.921, 0.217, -0.975], [7.866, -2.595, 1.035], [0.951, 2.363, 2.309], [-6.387, -0.877, -2.293], [-0.168, 4.498, 1.706], [5.532, 1.899, -0.321], [-7.048, 5.272, -0.099], [-3.892, -1.663, 2.226], [-5.638, 0.734, -2.102], [4.055, -10.646, 0.365], [-6.897, 7.185, -4.953], [1.559, 2.127, -3.070], [-1.809, 3.790, 1.943], [3.791, -1.790, -1.265], [-8.498, 6.231, -0.542], [-5.881, -3.703, 1.122], [7.133, 1.207, -2.116], [-0.572, -2.664, -1.104], [1.715, 2.617, 0.040], [-1.918, 1.741, -1.393], [-2.985, 2.583, -0.218], [1.663, -4.136, 0.278], [-1.926, 1.282, 0.416], [6.153, 3.331, -1.147], [5.507, -9.741, 2.218], [-4.302, -3.357, 0.431], [8.349, 2.281, -1.442], [-1.289, -4.567, 5.361], [0.133, 0.254, 3.965], [-1.188, -4.802, 7.109], [-0.222, 1.925, -2.988], [-1.884, -2.437, 6.532], [6.296, -9.686, 0.626], [-0.003, -0.478, 2.343], [1.289, -1.014, 3.447], [4.071, -9.071, -0.414], [3.087, -4.086, -0.929], [5.629, -8.219, 1.349], [0.286, -4.576, 6.140], [0.104, 4.141, -3.763], [-5.672, 8.446, -5.122], [-0.625, 1.385, 2.079], [-4.933, 6.652, -3.496], [-1.429, 4.207, -0.471], [6.784, 2.863, 0.448], [0.420, -8.381, 1.611], [1.224, -8.469, 3.212], [8.723, -1.128, 1.577], [-0.374, -2.511, 7.428], [0.703, -6.894, 2.559]],
  "lowdin_charge": [0.53, 0.58, 0.58, 0.59, 0.58, 0.58, 0.12, 0.58, 0.09, 0.10, -0.28, -0.26, -0.26, -0.28, -0.28, 0.17, -0.26, -0.28, -0.28, -0.26, -0.28, -0.36, -0.26, 0.20, -0.28, -0.28, -0.28, -0.28, 0.00, -0.26, -0.24, -0.26, -0.12, -0.26, -0.14, -0.07, -0.08, -0.25, -0.12, -0.41, -0.08, -0.04, -0.08, -0.07, -0.26, -0.07, -0.03, -0.53, -0.12, -0.02, -0.12, -0.49, -0.26, -0.26, -0.12, -0.27, -0.10, -0.05, 0.08, 0.07, 0.09, 0.11, 0.08, 0.09, 0.08, 0.12, 0.08, 0.09, 0.07, 0.08, 0.07, 0.07, 0.11, 0.06, 0.07, 0.05, 0.08, 0.12, 0.07, 0.09, 0.11, 0.09, 0.08, 0.12, 0.12, 0.11, 0.03, 0.05, 0.08, 0.08, 0.07, 0.08, 0.08, 0.12, 0.12, 0.07, 0.06, 0.08, 0.08, 0.12, 0.08, 0.06, 0.09, 0.12, 0.08, 0.07, 0.09, 0.02, 0.08, 0.04, 0.10, 0.04, 0.09, 0.07, 0.07, 0.07, 0.12, 0.08]
}

Computed E (a.u.) in order:
-4690.7495; -5617.4746